a.
The following is a quantum chemistry calculation of a single C3H6O3 molecule, from the OMol25 dataset.

LUMO level in Eh: 0.0287
HOMO in eV: -10.50

Positions of all 12 atoms, in Å:
O (1.8504, 1.3169, 0.0012)
C (1.1104, 0.6018, 0.6373)
C (0.3764, -0.5473, -0.0293)
O (0.5764, -0.4793, -1.4165)
C (-1.1139, -0.4237, 0.2590)
O (-1.5594, 0.8774, -0.0500)
H (0.9430, 0.7536, 1.7198)
H (0.7635, -1.4927, 0.3918)
H (1.3176, 0.1385, -1.5454)
H (-1.6468, -1.1912, -0.3204)
H (-1.3182, -0.5905, 1.3216)
H (-1.2994, 1.0364, -0.9690)

***

b.
The following is a quantum chemistry calculation of a single C3H6O3 molecule, from the OMol25 dataset.

LUMO level in Eh: 0.0347
HOMO in eV: -9.86

Positions of all 12 atoms, in Å:
C (-0.4471, -0.1456, -1.1328)
O (-1.1935, 0.2134, -0.0372)
C (-0.8189, -0.3712, 1.1409)
O (0.6529, 0.0529, 1.4037)
C (1.2260, 0.4261, 0.2707)
O (0.7448, -0.5607, -0.7846)
H (-1.0205, -0.9094, -1.7856)
H (-0.3678, 0.8227, -1.7577)
H (-1.3435, 0.1769, 1.8447)
H (-0.6600, -1.4396, 0.9782)
H (0.8578, 1.4815, -0.1490)
H (2.3698, 0.2530, 0.0089)

***

c.
The following is a quantum chemistry calculation of a single C3H6O3 molecule, from the OMol25 dataset.

LUMO level in Eh: 0.0250
HOMO in eV: -10.24

Positions of all 12 atoms, in Å:
O (0.1655, -1.7373, -0.3855)
C (0.8450, -0.7632, -0.0996)
O (2.1710, -0.8839, 0.1073)
C (0.3775, 0.6536, 0.0639)
C (-1.1339, 0.8423, -0.0160)
O (-1.8868, -0.2563, 0.4733)
H (2.3527, -1.8426, 0.0124)
H (0.8536, 1.2678, -0.7088)
H (0.7270, 1.0047, 1.0411)
H (-1.4488, 1.0517, -1.0434)
H (-1.4139, 1.7142, 0.5858)
H (-1.6090, -1.0509, -0.0305)

***

d.
The following is a quantum chemistry calculation of a single C3H6O3 molecule, from the OMol25 dataset.

LUMO level in Eh: 0.0288
HOMO in eV: -10.37

Positions of all 12 atoms, in Å:
O (2.0302, 0.2510, -0.8410)
C (1.0917, -0.5432, -0.1655)
C (-0.2371, 0.1615, 0.0117)
O (-0.0383, 1.5030, 0.3166)
C (-1.4367, -0.5334, 0.4658)
O (-1.2799, -0.0773, -0.8925)
H (1.8840, 1.1575, -0.5335)
H (1.4582, -0.8494, 0.8278)
H (0.9191, -1.4468, -0.7569)
H (-0.7839, 1.9763, -0.0799)
H (-2.1591, 0.0168, 1.0665)
H (-1.4483, -1.6159, 0.5811)

***

Name the least stable of them. b.

***

a.
The following is a quantum chemistry calculation of a 2-piece molecular cluster, C4H8O3 overall, from the OMol25 dataset.

LUMO level in Eh: 0.0239
HOMO in eV: -9.98

Positions of all 15 atoms, in Å:
O (0.1461, -0.1052, 1.9461)
C (-0.3254, -0.8340, 1.1139)
C (-0.8092, -0.3343, -0.2305)
C (-0.1245, -1.0880, -1.3834)
C (1.3876, -0.9235, -1.4055)
O (1.9716, -0.2184, -0.6218)
H (-0.5836, -1.8735, 1.3947)
H (-0.6237, 0.7312, -0.2939)
H (-1.8423, -0.6819, -0.3137)
H (-0.2955, -2.1672, -1.3438)
H (-0.4860, -0.7484, -2.3553)
H (1.9710, -1.7169, -1.8999)
O (-0.4179, 3.5213, 1.9978)
H (-0.4950, 2.7310, 1.4426)
H (0.5268, 3.7079, 1.9528)

***

b.
The following is a quantum chemistry calculation of C4H8O3 as an isolated structure, from the OMol25 dataset.

LUMO level (alpha / beta) in Eh: 0.0075 / 0.0075
HOMO (alpha / beta) in eV: -8.61 / -8.61

Positions of all 15 atoms, in Å:
C (-2.4442, -0.1345, 0.0796)
O (-1.2013, 0.5595, 0.2344)
C (-0.4010, 0.9206, -1.0622)
O (-1.0298, 0.8540, -2.0626)
C (0.4953, -0.1883, 0.5382)
C (1.8667, 0.0699, -0.0643)
O (2.7560, -0.6312, 0.7919)
H (-2.3414, -0.9853, -0.6052)
H (-2.7836, -0.4660, 1.0631)
H (-3.1697, 0.5648, -0.3430)
H (0.4449, 0.1636, 1.5650)
H (0.1743, -1.2250, 0.4389)
H (1.9111, -0.3071, -1.0933)
H (2.0682, 1.1454, -0.0740)
H (3.6546, -0.3403, 0.5933)

***

c.
The following is a quantum chemistry calculation of a single C4H8O3 molecule, from the OMol25 dataset.

LUMO level in Eh: 0.0243
HOMO in eV: -10.69

Positions of all 15 atoms, in Å:
C (1.4151, 0.7174, -0.5490)
C (-0.1809, 0.6614, -0.7514)
C (-1.1163, -0.1347, 0.2487)
O (-2.1651, -0.8159, -0.3801)
C (-0.1760, -1.0682, 0.9566)
O (-0.1234, -2.2556, 0.7801)
O (0.6724, -0.3844, 1.7419)
H (1.8934, -0.2116, -0.1950)
H (1.8196, 1.4940, 0.1268)
H (1.8698, 0.9121, -1.5227)
H (-0.6359, 1.6548, -0.8830)
H (-0.3447, 0.1364, -1.6937)
H (-1.5700, 0.5228, 1.0083)
H (-1.9612, -1.7650, -0.3205)
H (0.6031, 0.5365, 1.4329)

***

d.
The following is a quantum chemistry calculation of a single C4H8O3 molecule, from the OMol25 dataset.

LUMO level in Eh: 0.0186
HOMO in eV: -9.65

Positions of all 15 atoms, in Å:
C (0.0320, 0.8807, -1.4489)
C (0.5872, -0.1651, -0.4931)
O (1.6502, 0.3976, 0.2926)
C (-0.4031, -0.7892, 0.5132)
O (0.3380, -1.5190, 1.4408)
C (-1.3782, 0.1804, 1.1758)
O (-1.5041, 0.3107, 2.3668)
H (0.8672, 1.3174, -2.0028)
H (-0.6640, 0.4411, -2.1729)
H (-0.4817, 1.6923, -0.9251)
H (0.9779, -1.0138, -1.0697)
H (2.4874, -0.0050, 0.0296)
H (-1.0462, -1.4773, -0.0578)
H (1.0933, -0.9298, 1.6225)
H (-2.0416, 0.7255, 0.4672)

***

Name the least stable of them. b.

***

a.
The following is a quantum chemistry calculation of a 2-piece molecular cluster, C4H8O3 overall, from the OMol25 dataset.

LUMO level in Eh: 0.0098
HOMO in eV: -9.99

Positions of all 15 atoms, in Å:
O (-1.6329, 0.4849, 1.4005)
C (-0.5350, 0.0468, 0.9903)
C (0.5695, 0.8058, 0.2222)
C (1.9030, -0.0779, 0.1301)
C (2.9165, 0.7684, -0.7798)
O (4.1342, 0.6639, -0.6503)
H (-0.7118, -1.0696, 0.7256)
H (0.1174, 1.0485, -0.7804)
H (0.8637, 1.5647, 0.9465)
H (1.7435, -1.0135, -0.4064)
H (2.3870, -0.4378, 1.0114)
H (2.6074, 1.3486, -1.6399)
O (-5.6173, -2.1103, -0.8649)
H (-5.8671, -1.7078, -1.7793)
H (-5.3358, -1.2988, -0.5365)

***

b.
The following is a quantum chemistry calculation of a single C4H8O3 molecule, from the OMol25 dataset.

LUMO level in Eh: 0.0310
HOMO in eV: -10.36

Positions of all 15 atoms, in Å:
C (2.3607, 0.0621, 0.5088)
O (1.1351, -0.3151, 1.1216)
C (0.2419, -0.6903, 0.1829)
O (0.4803, -1.4595, -0.7168)
C (-1.0775, 0.0258, 0.3658)
C (-1.4521, 0.7882, -0.9035)
O (-2.0507, -0.9268, 0.7324)
H (3.0190, -0.7880, 0.3376)
H (2.8062, 0.8115, 1.1616)
H (2.0974, 0.5070, -0.4562)
H (-0.9574, 0.7184, 1.2016)
H (-0.7370, 1.5882, -1.1336)
H (-2.4384, 1.2366, -0.7598)
H (-1.4879, 0.1080, -1.7606)
H (-1.9397, -1.6661, 0.1181)

***

Name the least stable of them. a.

***

a.
The following is a quantum chemistry calculation of a 2-piece molecular cluster, C3H4ClNO2 overall, from the OMol25 dataset.

LUMO level (alpha / beta) in Eh: -0.0261 / -0.0261
HOMO (alpha / beta) in eV: -10.27 / -10.28

Positions of all 11 atoms, in Å:
O (-1.0853, -1.6105, 0.0949)
C (-1.8975, -1.1800, 0.8800)
C (-2.8503, -0.1363, 0.6201)
N (-3.5944, 0.5354, 0.0087)
O (-4.2761, 1.4525, -0.2653)
H (-1.8928, -1.5723, 1.8731)
C (0.9280, 0.2872, -0.4005)
Cl (0.0208, 1.1569, 0.9368)
H (1.1348, 1.0391, -1.0872)
H (0.3272, -0.6516, -0.5748)
H (1.8464, 0.0226, -0.0848)

***

b.
The following is a quantum chemistry calculation of a 2-piece molecular cluster, C3H4ClNO2 overall, from the OMol25 dataset.

LUMO level in Eh: 0.0124
HOMO in eV: -10.35

Positions of all 11 atoms, in Å:
O (-0.9611, -0.9705, 1.0089)
C (0.1997, -0.7060, 1.2214)
N (0.8567, 0.3817, 0.6790)
C (0.9560, 1.1938, -0.5107)
C (2.0885, 0.6856, 0.2853)
O (3.2231, 0.4655, 0.4873)
H (0.8992, -1.1555, 1.9577)
H (0.6707, 2.2996, -0.2910)
H (0.7515, 0.6245, -1.4570)
Cl (-3.4388, 0.1889, -0.3869)
H (-3.1348, -0.6378, 0.4815)

***

Name the least stable of them. a.

***

a.
The following is a quantum chemistry calculation of a single C19H19N3O2 molecule, from the OMol25 dataset.

LUMO level in Eh: 0.0127
HOMO in eV: -8.41

Positions of all 43 atoms, in Å:
C (-3.5448, -2.0645, 0.9586)
C (-3.5657, -0.7311, 0.2511)
N (-2.5405, -0.1267, -0.2061)
N (-1.3015, -0.6347, -0.1311)
C (-0.2234, 0.0933, -0.5680)
O (-0.3124, 1.2230, -0.9918)
C (1.0796, -0.6250, -0.4412)
C (1.2122, -2.0083, -0.5061)
C (2.4713, -2.5724, -0.3952)
C (3.5934, -1.7865, -0.2148)
C (3.4765, -0.3957, -0.1698)
N (4.5952, 0.4238, -0.0005)
C (4.4499, 1.8376, 0.3080)
C (5.8489, 2.2629, 0.7550)
C (6.7534, 1.3104, -0.0150)
C (5.8995, 0.0683, -0.2105)
O (6.3121, -1.0255, -0.5148)
C (2.2100, 0.1700, -0.2906)
C (-4.8484, -0.0492, 0.0488)
C (-4.8612, 1.3241, -0.2062)
C (-6.0531, 1.9911, -0.4038)
C (-7.2549, 1.3015, -0.3562)
C (-7.2530, -0.0622, -0.1186)
C (-6.0617, -0.7350, 0.0841)
H (-4.3874, -2.1437, 1.6390)
H (-2.6319, -2.1820, 1.5432)
H (-3.5997, -2.8808, 0.2371)
H (-1.1372, -1.5468, 0.2915)
H (0.3581, -2.6466, -0.6799)
H (2.5834, -3.6450, -0.4489)
H (4.5639, -2.2442, -0.1307)
H (4.1367, 2.3905, -0.5858)
H (3.7031, 1.9809, 1.0914)
H (5.9638, 2.1036, 1.8279)
H (6.0461, 3.3105, 0.5380)
H (7.0047, 1.7005, -1.0038)
H (7.6812, 1.0636, 0.4969)
H (2.0591, 1.2373, -0.2867)
H (-3.9184, 1.8455, -0.2453)
H (-6.0487, 3.0540, -0.5952)
H (-8.1883, 1.8233, -0.5082)
H (-8.1854, -0.6075, -0.0927)
H (-6.0844, -1.8022, 0.2465)

***

b.
The following is a quantum chemistry calculation of a single C19H19N3O2 molecule, from the OMol25 dataset.

LUMO level in Eh: 0.0136
HOMO in eV: -8.34

Positions of all 43 atoms, in Å:
C (2.5123, -6.0407, -0.6082)
C (2.4715, -5.0500, -1.7738)
C (1.5478, -3.9090, -1.4609)
C (2.0098, -2.7831, -0.7919)
C (1.1595, -1.7443, -0.4616)
C (-0.1950, -1.8237, -0.7793)
N (-1.0964, -0.7999, -0.4705)
C (-1.0945, 0.0438, 0.6018)
N (-1.8199, 1.0922, 0.5500)
C (-1.7587, 1.9897, 1.6865)
C (-0.5220, 2.8576, 1.4177)
O (0.5283, 2.6345, 1.9782)
C (-0.6695, 3.9270, 0.4075)
C (0.2435, 4.9817, 0.4356)
C (0.1409, 6.0189, -0.4706)
C (-0.8646, 6.0055, -1.4243)
C (-1.7625, 4.9504, -1.4712)
C (-1.6750, 3.9164, -0.5577)
C (-1.6201, 1.2597, 3.0220)
C (-0.5470, 0.1973, 2.9661)
O (0.0586, -0.2237, 3.9184)
N (-0.3640, -0.3442, 1.7156)
C (-0.6604, -2.9399, -1.4709)
C (0.2022, -3.9651, -1.8037)
H (3.1818, -6.8669, -0.8350)
H (1.5191, -6.4404, -0.4165)
H (2.8627, -5.5476, 0.2956)
H (2.1307, -5.5665, -2.6732)
H (3.4786, -4.6709, -1.9580)
H (3.0571, -2.7067, -0.5379)
H (1.5586, -0.8568, 0.0073)
H (-1.8095, -0.5892, -1.1526)
H (-2.6635, 2.6061, 1.6763)
H (1.0224, 4.9703, 1.1835)
H (0.8452, 6.8370, -0.4374)
H (-0.9453, 6.8149, -2.1351)
H (-2.5369, 4.9365, -2.2241)
H (-2.3558, 3.0816, -0.6087)
H (-1.3833, 1.9568, 3.8256)
H (-2.5592, 0.7543, 3.2672)
H (0.2524, -1.1439, 1.6520)
H (-1.7039, -2.9954, -1.7447)
H (-0.1759, -4.8243, -2.3387)

***

Name the least stable of them. a.

***

a.
The following is a quantum chemistry calculation of a 2-piece molecular cluster, C3H3F2NS overall, from the OMol25 dataset.

LUMO level in Eh: -0.0374
HOMO in eV: -9.16

Positions of all 10 atoms, in Å:
C (1.5873, -0.8221, 0.9413)
C (-1.6979, 0.5677, 0.0145)
C (0.0196, -0.7785, -1.1878)
N (-0.9201, -0.2511, -0.5470)
F (-2.7891, 0.2822, 0.5675)
F (0.1235, 2.5782, 0.8998)
S (1.5113, -1.6323, -0.4351)
H (2.4547, -1.1001, 1.6191)
H (-0.4945, 1.9592, 0.4484)
H (0.2052, -0.8032, -2.3207)

***

b.
The following is a quantum chemistry calculation of a single C3H3F2NS molecule, from the OMol25 dataset.

LUMO level in Eh: -0.0101
HOMO in eV: -8.42

Positions of all 10 atoms, in Å:
F (1.7233, 1.8896, 1.6272)
C (1.0389, 0.7455, 1.6061)
C (0.1912, 0.3734, 0.4683)
F (0.2192, 1.0676, -0.7313)
C (-0.6851, -0.7730, 0.2300)
N (-0.8144, -1.2215, -1.0196)
S (-0.7180, -1.0622, -2.7094)
H (1.0017, 0.1614, 2.4484)
H (-1.4881, -1.4522, 0.9336)
H (-0.4687, 0.2714, -2.8532)

***

Name the least stable of them. a.